Record 1
Computed, not measured: C24H36N2PdSi as an isolated structure at a distorted geometry, with wB97M-V/def2-TZVPD.

Atoms and positions in Å:
C -2.77 0.24 0.40
C -2.99 -1.08 -0.10
C -2.84 -2.01 1.01
H -3.34 -1.34 -1.09
C -2.47 -1.20 2.16
C -2.53 0.16 1.79
H -2.59 1.00 2.47
H -2.88 1.16 -0.15
H -2.99 -3.09 0.99
H -2.31 -1.60 3.18
Pd -0.82 -1.52 0.38
C 1.22 2.52 2.53
H 0.34 2.06 2.97
H 1.46 3.48 3.00
H 2.07 1.84 2.70
Si 1.12 -2.22 0.03
C 2.02 -2.15 -1.59
C 1.40 -2.91 -2.61
H 0.35 -3.18 -2.52
C 2.16 -3.33 -3.70
H 1.73 -4.03 -4.43
C 3.46 -2.82 -3.88
H 4.05 -3.14 -4.75
C 3.97 -1.87 -2.99
H 4.93 -1.40 -3.19
C 3.25 -1.53 -1.84
H 3.65 -0.79 -1.14
C 2.14 -2.88 1.42
C 2.91 -4.04 1.23
H 3.19 -4.32 0.21
C 3.31 -4.80 2.32
H 3.84 -5.75 2.17
C 3.06 -4.33 3.62
H 3.35 -4.94 4.48
C 2.43 -3.09 3.82
H 2.31 -2.68 4.83
C 1.95 -2.36 2.72
H 1.48 -1.39 2.86
H 0.08 -3.30 -0.14
H 1.06 2.57 1.46
C -1.87 3.67 1.34
N -2.69 3.38 0.18
C -4.10 3.64 0.42
C -2.18 3.95 -1.08
C -1.87 2.84 -2.09
N -0.77 1.97 -1.67
C -0.60 0.83 -2.55
C 0.49 2.66 -1.44
H -1.68 4.76 1.44
H -0.90 3.17 1.25
H -2.38 3.31 2.25
H -4.30 4.72 0.55
H -4.68 3.28 -0.44
H -4.42 3.11 1.32
H -2.97 4.56 -1.52
H -1.28 4.55 -0.89
H -2.76 2.20 -2.20
H -1.63 3.32 -3.06
H -0.36 1.15 -3.58
H 0.21 0.18 -2.18
H -1.53 0.26 -2.58
H 0.80 3.27 -2.32
H 0.42 3.34 -0.58
H 1.28 1.93 -1.23

Calculated values
- LUMO level (alpha / beta): 0.758 / -1.609 eV
- E: -39805.1216 eV
- 2S+1: 3
- HOMO (alpha / beta): -6.700 / -7.509 eV
- Charge: 0

=====

Record 2
Computed, not measured: C24H36N4PPdSb as an isolated structure, with wB97M-V/def2-TZVPD.

Atoms and positions in Å:
Pd -0.91 0.21 0.44
N 1.38 2.17 0.68
P 1.33 0.49 0.91
C 1.69 0.15 2.63
C 2.99 0.35 3.13
C 3.24 0.14 4.47
C 2.22 -0.28 5.32
C 0.94 -0.49 4.83
C 0.68 -0.28 3.48
C 2.70 -0.15 -0.05
C 3.23 -1.39 0.30
C 4.26 -1.93 -0.45
C 4.77 -1.23 -1.53
C 4.24 0.00 -1.89
C 3.20 0.54 -1.16
C 0.23 2.88 0.94
C 0.26 4.27 1.05
C -0.90 4.96 1.30
C -2.09 4.24 1.45
C -2.05 2.88 1.33
N -0.92 2.19 1.06
H 2.24 2.69 0.67
H 3.79 0.65 2.47
H 4.24 0.29 4.86
H 2.43 -0.45 6.37
H 0.16 -0.82 5.49
H -0.32 -0.44 3.10
H 2.86 -1.92 1.17
H 4.68 -2.89 -0.17
H 5.59 -1.65 -2.10
H 4.65 0.54 -2.74
H 2.77 1.49 -1.46
H 1.21 4.79 0.95
H -0.89 6.04 1.38
H -3.03 4.74 1.66
H -2.95 2.30 1.48
C -4.40 1.00 -1.25
Sb -3.52 -0.15 0.31
C -4.18 -2.09 -0.23
C -4.78 0.30 1.96
H -5.44 0.72 -1.37
H -3.87 0.81 -2.18
H -4.33 2.06 -1.02
H -5.27 -2.08 -0.24
H -3.84 -2.83 0.48
H -3.83 -2.34 -1.23
H -5.80 0.36 1.59
H -4.51 1.24 2.43
H -4.70 -0.49 2.70
C 0.68 -0.70 -4.23
C 0.16 -1.64 -3.15
C 1.26 -2.58 -2.69
C -1.05 -2.43 -3.66
N -0.23 -0.73 -2.02
N -0.75 -1.44 -0.86
H 1.03 -1.27 -5.08
H 1.50 -0.10 -3.84
H -0.11 -0.03 -4.58
H 1.66 -3.12 -3.55
H 0.91 -3.35 -1.99
H 2.08 -2.02 -2.23
H -0.79 -2.97 -4.57
H -1.88 -1.77 -3.90
H -1.39 -3.19 -2.95
H -1.00 -0.15 -2.34
H 0.00 -2.05 -0.54
H -1.52 -2.05 -1.13

Calculated values
- LUMO level: -6.536 eV
- E: -50726.1152 eV
- 2S+1: 1
- HOMO: -14.411 eV
- Energy relative to the best compared isomer or geometry (same formula, charge and spin): 1.0 kcal per mole
- Charge: +2

=====

Record 3
Computed, not measured: C24H36O18Ti as an isolated structure at a distorted geometry, with wB97M-V/def2-TZVPD.

Atoms and positions in Å:
Ti -0.17 0.35 -0.41
C -1.21 3.70 -6.25
C -1.66 3.75 -4.82
C -3.03 3.16 -4.46
O -2.79 2.39 -3.28
C -1.43 2.16 -3.14
O -1.02 1.47 -2.30
O -0.74 2.87 -4.04
H -0.14 3.91 -6.40
H -1.80 4.33 -6.91
H -1.41 2.68 -6.56
H -1.62 4.71 -4.31
H -3.46 2.52 -5.24
H -3.79 3.94 -4.20
C 1.59 -4.32 0.50
C 0.37 -4.57 -0.33
C -0.94 -4.15 0.44
O -1.34 -2.99 -0.23
C -0.44 -2.70 -1.19
O -0.36 -1.61 -1.71
O 0.36 -3.67 -1.48
H 2.53 -4.49 -0.07
H 1.58 -4.98 1.37
H 1.70 -3.29 0.81
H 0.29 -5.54 -0.79
H -0.53 -3.89 1.42
H -1.70 -4.89 0.50
C 2.45 5.46 1.29
C 2.85 4.04 1.29
C 2.22 3.47 2.57
O 0.88 3.29 2.13
C 0.92 3.01 0.80
O -0.06 2.58 0.23
O 2.16 3.33 0.31
H 1.40 5.60 1.44
H 2.73 6.01 0.35
H 2.99 5.97 2.09
H 3.94 3.83 1.18
H 2.30 4.15 3.42
H 2.65 2.50 2.79
C 0.01 0.03 5.28
C 0.15 -0.68 3.93
C -1.00 -1.53 3.48
O -0.92 -1.56 2.03
C -0.08 -0.58 1.67
O 0.90 -0.76 0.80
O 0.29 0.18 2.94
H 1.01 0.19 5.61
H -0.44 -0.70 5.94
H -0.52 0.99 5.13
H 0.99 -1.40 4.01
H -1.98 -1.03 3.66
H -1.11 -2.55 3.75
C 3.87 -2.89 -3.86
C 3.59 -2.35 -2.47
C 4.71 -1.50 -1.77
O 3.99 -0.36 -1.22
C 2.72 -0.46 -1.69
O 1.96 0.49 -1.44
O 2.45 -1.46 -2.45
H 4.31 -2.07 -4.46
H 2.92 -3.16 -4.34
H 4.62 -3.71 -3.83
H 3.28 -3.19 -1.85
H 5.46 -1.19 -2.49
H 5.15 -1.95 -0.88
C -4.37 -2.23 2.71
C -4.73 -0.94 2.02
C -4.07 0.26 2.66
O -2.90 0.51 1.87
C -3.00 -0.16 0.70
O -2.28 -0.16 -0.24
O -4.16 -0.85 0.68
H -4.92 -3.07 2.38
H -4.59 -2.21 3.75
H -3.34 -2.51 2.74
H -5.83 -0.80 2.04
H -3.76 0.04 3.68
H -4.64 1.18 2.71

Calculated values
- LUMO level (alpha / beta): -1.333 / -1.581 eV
- E: -85437.1626 eV
- 2S+1: 4
- HOMO (alpha / beta): -7.813 / -11.673 eV
- Energy relative to the best compared isomer or geometry (same formula, charge and spin): 28.7 kcal per mole
- Charge: +1

=====

Record 4
Computed, not measured: C24H37BF17NO20S3Zr as an isolated structure at a distorted geometry, with wB97M-V/def2-TZVPD.

Atoms and positions in Å:
Zr 2.37 -1.75 0.59
N 3.01 -1.96 -1.36
S 2.82 -2.73 -2.71
O 3.93 -3.51 -3.29
O 1.80 -2.12 -3.55
F 1.92 -3.80 -1.98
S 4.03 -0.85 -2.30
O 3.32 0.10 -3.12
O 5.38 -1.27 -2.66
F 4.31 -0.10 -0.94
B 1.52 -1.90 2.98
H 0.59 -1.40 3.20
H 2.22 -1.14 2.66
H 1.95 -2.37 3.84
H 1.44 -2.65 2.20
O 0.27 -1.97 0.06
C -0.43 -0.76 -0.09
C 0.49 0.52 -0.05
O 1.82 0.37 0.48
H -0.90 -0.86 -1.08
H -1.19 -0.65 0.68
H -0.06 1.33 0.43
H 0.57 0.93 -1.06
C -0.94 -6.37 1.72
C -0.06 -5.19 1.32
O 1.11 -5.87 0.87
C 2.27 -5.29 0.76
O 2.47 -4.03 0.87
C 3.36 -6.34 0.33
F 2.83 -7.59 0.49
F 3.70 -6.28 -0.94
F 4.45 -6.25 1.21
H -0.62 -6.98 2.57
H -1.03 -7.16 0.98
H -1.90 -5.91 1.94
H 0.16 -4.51 2.15
H -0.51 -4.66 0.48
C -4.19 -2.91 1.24
C -4.49 -3.83 0.06
O -4.14 -3.32 -1.24
C -2.99 -3.70 -1.85
O -2.17 -4.43 -1.35
C -2.78 -2.94 -3.17
F -3.58 -1.98 -3.36
F -1.54 -2.42 -3.18
F -3.00 -3.79 -4.15
H -3.18 -2.49 1.23
H -4.30 -3.30 2.26
H -4.73 -1.97 1.16
H -5.53 -3.98 -0.23
H -3.84 -4.71 0.12
C -1.14 4.35 0.56
C -0.06 3.97 -0.51
O 0.09 5.07 -1.44
C 0.98 6.11 -1.14
O 1.78 6.14 -0.25
C 0.82 7.28 -2.06
F 0.03 6.94 -3.15
F 0.13 8.24 -1.42
F 1.98 7.76 -2.35
H -0.65 5.03 1.25
H -1.37 3.53 1.23
H -2.03 4.86 0.19
H -0.52 3.18 -1.11
H 0.95 3.80 -0.16
C -3.47 1.51 -0.36
C -4.26 1.33 -1.65
O -3.27 1.36 -2.69
C -2.93 2.54 -3.28
O -3.41 3.66 -2.99
C -1.98 2.34 -4.44
F -1.07 3.37 -4.43
F -1.35 1.13 -4.27
F -2.65 2.29 -5.56
H -2.61 0.84 -0.27
H -4.01 1.29 0.55
H -3.14 2.55 -0.38
H -5.02 2.08 -1.87
H -4.75 0.36 -1.55
C 0.78 2.36 3.57
C -0.44 2.48 4.46
O -1.57 1.70 4.02
C -1.69 0.45 4.16
O -0.84 -0.21 4.73
C -3.02 -0.10 3.53
F -3.42 -1.24 4.13
F -3.94 0.88 3.64
F -2.95 -0.27 2.21
H 1.67 2.41 4.20
H 0.80 3.11 2.77
H 0.72 1.37 3.13
H -0.76 3.52 4.52
H -0.03 2.41 5.47
C 3.86 3.10 -1.32
C 3.81 3.50 0.13
O 5.16 3.91 0.35
S 6.23 3.01 -0.53
O 6.39 1.73 0.22
O 7.40 3.74 -0.96
O 5.13 2.82 -1.77
H 3.66 3.90 -2.04
H 3.16 2.29 -1.52
H 3.68 2.64 0.79
H 3.13 4.30 0.43

Calculated values
- LUMO level: -2.226 eV
- E: -148580.3078 eV
- 2S+1: 1
- HOMO: -10.039 eV
- Energy relative to the best compared isomer or geometry (same formula, charge and spin): 160.6 kcal per mole
- Charge: 0

=====

Record 5
Computed, not measured: C24H37BIrN7O3SSbSe4Si as an isolated structure, with wB97M-V/def2-TZVPD.

Atoms and positions in Å:
Ir 0.58 0.12 -0.34
C -2.46 1.21 -3.46
C -1.13 1.01 -3.11
N -1.03 0.79 -1.80
N -2.28 0.85 -1.29
C -3.16 1.09 -2.28
B -2.49 0.63 0.22
N -2.03 -0.80 0.57
C -2.76 -1.89 0.87
C -1.92 -2.98 0.91
C -0.67 -2.48 0.59
N -0.75 -1.17 0.40
N -1.57 1.64 0.96
C -1.95 2.78 1.57
C -0.83 3.55 1.81
C 0.23 2.79 1.29
N -0.23 1.65 0.80
H -2.86 1.38 -4.45
H -0.25 1.02 -3.73
H -4.21 1.15 -2.06
H -3.63 0.80 0.52
H -3.83 -1.81 1.00
H -2.19 -4.00 1.10
H 0.28 -2.98 0.50
H -2.99 2.96 1.78
H -0.77 4.51 2.28
H 1.28 3.02 1.25
C 3.21 1.25 1.66
Si 2.19 -0.34 1.43
C 3.56 -1.67 1.06
C 4.45 -1.97 2.27
C 4.51 -1.11 -0.01
C 2.99 -3.00 0.56
C 1.40 -0.69 3.18
C 2.39 -0.22 4.28
C 1.07 -2.16 3.46
C 0.11 0.11 3.41
H 4.15 1.01 2.16
H 2.70 1.98 2.28
H 3.47 1.71 0.70
H 4.91 -1.07 2.68
H 5.27 -2.63 1.95
H 3.93 -2.48 3.08
H 5.11 -0.28 0.37
H 4.00 -0.76 -0.90
H 5.22 -1.89 -0.33
H 2.31 -3.46 1.28
H 3.80 -3.72 0.39
H 2.47 -2.89 -0.39
H 3.35 -0.73 4.23
H 1.95 -0.44 5.26
H 2.58 0.85 4.23
H 1.94 -2.82 3.35
H 0.28 -2.53 2.81
H 0.71 -2.26 4.49
H 0.26 1.18 3.31
H -0.24 -0.08 4.44
H -0.69 -0.19 2.74
N 1.11 -1.15 -1.90
C 2.18 -0.36 -2.47
C 2.28 0.93 -1.94
C 3.37 1.72 -2.24
C 4.35 1.24 -3.09
C 4.23 -0.03 -3.64
C 3.14 -0.84 -3.32
S 5.77 2.28 -3.44
O 6.63 1.46 -4.27
O 6.29 2.56 -2.10
O 5.18 3.43 -4.10
H 1.34 -2.13 -1.77
H 0.25 -1.12 -2.46
H 1.45 1.46 -1.39
H 3.47 2.72 -1.82
H 5.01 -0.37 -4.30
H 3.07 -1.86 -3.70
Se -5.72 -2.82 -2.48
Sb -3.61 -4.04 -3.22
Se -4.78 -4.46 -0.98
Se -3.87 -5.77 -4.81
Se -1.70 -2.60 -3.14

Calculated values
- LUMO level: 1.229 eV
- E: -332219.7238 eV
- 2S+1: 1
- HOMO: -5.682 eV
- Energy relative to the best compared isomer or geometry (same formula, charge and spin): 0.0 kcal per mole
- Charge: -1

=====

Record 6
Computed, not measured: C24H37BrF3N5O4PdSSi as an isolated structure at a distorted geometry, with wB97M-V/def2-TZVPD.

Atoms and positions in Å:
Pd 0.33 0.12 -0.14
F -0.53 4.62 -0.34
C -0.42 3.94 0.81
F -0.93 4.69 1.78
F 0.90 3.77 1.07
S -1.26 2.27 0.68
O -1.06 1.94 -0.73
O -2.62 2.51 1.07
O -0.46 1.47 1.59
C -0.01 -3.50 -0.22
Si -1.03 -1.92 0.19
C -1.54 -2.13 2.07
C -2.04 -3.55 2.36
C -0.30 -1.87 2.94
C -2.62 -1.12 2.46
C -2.58 -2.01 -1.02
C -3.15 -0.61 -1.24
C -2.11 -2.57 -2.37
C -3.70 -2.92 -0.50
H -0.68 -4.35 -0.37
H 0.67 -3.76 0.60
H 0.58 -3.37 -1.12
H -1.31 -4.30 2.05
H -2.98 -3.76 1.84
H -2.21 -3.67 3.43
H 0.51 -2.56 2.71
H -0.56 -2.00 4.00
H 0.06 -0.85 2.81
H -3.54 -1.28 1.90
H -2.29 -0.10 2.27
H -2.85 -1.20 3.53
H -2.40 0.06 -1.64
H -3.52 -0.17 -0.31
H -3.99 -0.66 -1.95
H -1.26 -2.02 -2.76
H -2.93 -2.51 -3.10
H -1.83 -3.63 -2.29
H -4.12 -2.54 0.43
H -3.35 -3.94 -0.33
H -4.51 -2.96 -1.24
Br 1.50 5.20 -3.36
C 2.33 4.01 -2.15
C 3.53 4.33 -1.55
C 4.10 3.38 -0.71
C 3.43 2.18 -0.51
N 2.25 1.90 -1.05
C 1.71 2.80 -1.87
H 4.01 5.28 -1.74
H 5.05 3.57 -0.23
H 3.88 1.41 0.11
H 0.76 2.56 -2.31
N 2.96 2.61 3.88
C 3.30 1.34 4.24
O 3.75 1.07 5.33
C 3.14 0.28 3.19
C 3.78 -0.94 3.36
C 3.62 -1.92 2.40
C 2.82 -1.66 1.30
N 2.20 -0.50 1.12
C 2.35 0.44 2.06
H 2.96 3.29 4.62
H 2.44 2.82 3.05
H 4.39 -1.10 4.24
H 4.10 -2.88 2.50
H 2.67 -2.40 0.52
H 1.79 1.36 1.89
C -1.72 1.80 -4.10
N -0.77 0.71 -4.25
C -0.80 -0.03 -5.51
C -0.11 0.21 -3.24
N 0.55 -0.26 -2.41
H -1.48 2.60 -4.80
H -1.69 2.19 -3.08
H -2.74 1.44 -4.30
H -0.65 0.66 -6.34
H -1.77 -0.53 -5.64
H -0.02 -0.78 -5.52

Calculated values
- LUMO level (alpha / beta): 0.063 / -0.299 eV
- E: -141516.8633 eV
- 2S+1: 3
- HOMO (alpha / beta): -6.520 / -8.712 eV
- Charge: 0

=====

Q: Look up the 2S+1 of the fifth one.
A: 1

=====

Q: The lowest E belongs to which entry?
A: C24H37BIrN7O3SSbSe4Si

=====

Q: Which of these has the highest 2S+1?
A: C24H36O18Ti

=====

Q: Among the records above, which one has the lowest E?
A: C24H37BIrN7O3SSbSe4Si